Model i:
2 unconnected molecules or ions with the total composition C3H4N4, computed with ωB97M-V/def2-TZVPD.

The HOMO-LUMO gap (alpha / beta) comes out at 8.74 / 8.94 eV. As for the HOMO energy (alpha / beta): -0.337 / -0.337 Eh.

Last columns: bonded neighbours and bond lengths (Å).
Element x y z (Å)
1 N -0.07604 1.48370 -0.00617  N4 1.284, C6 1.324
2 N 2.92563 0.40395 -0.45631  H10 1.025
3 N -2.06925 0.31941 -0.39771  C5 1.323, C6 1.321
4 N 0.58053 0.38050 -0.00982  N1 1.284, C7 1.315
5 C -1.37745 -0.80851 -0.40292  N3 1.323, C7 1.397, H11 1.081
6 C -1.37470 1.43436 -0.25871  N1 1.324, N3 1.321, H9 1.080
7 C 0.01334 -0.77508 -0.27633  N4 1.315, C5 1.397, H8 1.077
8 H 0.65132 -1.64120 -0.33316  C7 1.077
9 H -1.90022 2.37638 -0.30787  C6 1.080
10 H 3.10949 1.19337 0.17072  N2 1.025
11 H -1.93140 -1.73367 -0.48047  C5 1.081

***

Model ii:
A single C3H4N4 molecule, computed with ωB97M-V/def2-TZVPD.

The HOMO-LUMO gap comes out at 8.86 eV. The SMILES is Nc1cnnnc1. As for the HOMO energy: -0.326 Eh.

Last columns: bonded neighbours and bond lengths (Å).
Element x y z (Å)
1 N 0.40965 1.57509 -0.70898  C6 1.485, H9 1.165, H10 1.049
2 N 0.60344 -1.56850 0.94844  N4 1.311, C7 1.326
3 N -1.69697 -1.25351 0.51167  N4 1.330, C5 1.289
4 N -0.63889 -1.97912 0.86332  N2 1.311, N3 1.330
5 C -1.34377 -0.10407 0.04666  N3 1.289, C6 1.421, H8 1.010
6 C 0.00548 0.21654 -0.26445  N1 1.485, C5 1.421, C7 1.341
7 C 0.98991 -0.61048 0.11737  N2 1.326, C6 1.341, H11 1.164
8 H -1.92240 0.45926 -0.56017  C5 1.010
9 H 1.56586 1.46769 -0.61509  N1 1.165
10 H -0.11366 2.37906 -0.28545  N1 1.049
11 H 2.14136 -0.58196 -0.05330  C7 1.164

***

model ii is the most stable structure; the next one sits 1.614 eV above it.